Entry 1:
The following is a quantum chemistry calculation of a 5-piece molecular cluster, C37H80N4O5 overall, from the OMol25 dataset.

```
! wB97M-V def2-TZVPD RIJCOSX def2/J DEFGRID3
* xyz 0 1
O 0.91 -0.30 6.76
O -1.33 -2.16 -1.22
O -2.22 2.36 0.26
O 3.22 -1.39 -2.01
O -0.61 -0.07 0.68
N 0.07 0.51 5.99
N -1.34 2.84 -0.75
N -2.04 -3.43 -0.94
N 3.56 -1.09 -3.37
C -0.08 2.11 4.17
C 5.90 -1.80 -3.15
C 0.09 -4.69 -0.97
C -0.49 -3.57 1.16
C 2.54 -0.21 -3.92
C 5.24 -0.36 -4.97
C -4.07 -4.29 0.04
C -0.55 4.56 -2.83
C -1.89 5.20 0.17
C -1.15 -4.29 -0.10
C -3.42 -1.84 0.55
C -2.11 1.19 -2.21
C 0.17 4.52 -1.50
C 1.49 -0.02 3.99
C 0.68 0.39 0.36
C -3.36 -3.02 -0.45
C -1.30 1.43 3.64
C 0.10 3.80 0.90
C -1.95 -0.31 6.95
C -2.04 2.69 -2.04
C 0.87 1.10 4.91
C -4.03 -2.39 -1.78
C 2.39 1.01 -3.04
C -0.78 4.11 -0.34
C 1.25 -1.10 -3.79
C -2.04 0.77 4.79
C -3.35 3.42 -2.08
C -3.23 -5.18 0.98
C -1.96 -5.55 0.19
C -1.11 3.19 -3.17
C 5.42 0.48 -2.53
C 4.29 0.67 -5.52
C -0.99 -1.57 5.02
C -1.18 -0.21 5.63
C 2.06 1.84 5.59
C 4.94 -0.69 -3.47
C 2.83 0.10 -5.36
H 6.30 -0.08 -4.92
H -1.36 5.33 -2.84
H 2.02 0.80 -5.62
H 5.35 -2.40 -2.40
H 6.83 -1.45 -2.79
H 0.68 -0.05 7.67
H -0.52 3.30 1.61
H -2.41 0.88 -3.21
H -3.59 -1.40 -1.91
H 0.93 3.19 0.68
H 1.63 -0.96 4.58
H 4.34 0.81 -6.63
H -2.11 0.77 7.22
H -1.19 0.76 -1.80
H -3.86 3.26 -1.13
H 5.15 -1.35 -5.52
H 0.92 -0.25 3.08
H 6.24 1.03 -2.93
H 2.32 0.64 -2.01
H -0.34 2.41 -3.36
H -4.28 -4.97 -0.83
H 4.28 1.60 -4.95
H -1.36 6.02 0.62
H 1.54 -1.98 -4.40
H 5.79 0.02 -1.60
H -4.05 3.00 -2.86
H 0.59 5.48 -1.19
H 0.25 -4.24 1.58
H -2.86 0.77 -1.50
H -1.78 -2.19 5.22
H -0.85 -0.68 -0.08
H -4.98 -3.97 0.49
H -0.11 -1.98 5.52
H 0.48 4.73 1.31
H -2.96 0.24 4.47
H -1.83 1.46 0.52
H -0.84 -2.41 -2.02
H -3.24 4.47 -2.30
H -1.24 -6.23 0.67
H 2.75 1.10 6.02
H -4.49 -1.68 0.71
H -0.90 -1.61 3.90
H 0.68 -5.48 -0.43
H -3.04 -4.69 1.94
H 1.49 1.63 -3.29
H 0.41 -0.58 -4.25
H 2.57 2.32 4.71
H -2.37 1.58 5.40
H -1.76 3.30 -4.04
H -3.01 -0.92 0.13
H 0.71 1.01 -0.57
H -5.11 -2.16 -1.54
H -1.07 0.74 2.79
H -3.87 -2.97 -2.67
H -0.34 2.93 4.88
H -2.28 -6.03 -0.73
H 0.19 4.76 -3.62
H 0.07 -2.71 0.70
H 0.77 -3.89 -1.15
H -0.24 -5.10 -1.93
H 2.69 -0.78 -6.07
H 0.95 3.82 -1.56
H 2.51 0.24 3.67
H 3.19 1.76 -3.13
H 4.63 1.21 -2.32
H 1.10 1.04 1.18
H 1.78 2.57 6.37
H -3.01 -2.08 1.54
H -1.42 -0.75 7.82
H 6.08 -2.45 -4.01
H -3.84 -6.11 1.11
H -2.62 4.72 0.79
H -1.85 2.26 3.22
H -2.88 -0.93 6.84
H -1.30 -3.31 1.87
H 0.39 2.66 3.29
H 3.30 -2.35 -1.94
H 0.89 -1.44 -2.84
H 1.39 -0.39 0.22
H -2.39 5.62 -0.73
*
```

Computed properties:
E_HOMO (eV): -8.16
Lowest unoccupied orbital energy (eV): 0.534
Orbital gap (eV): 8.7
Relative energy (zero: lowest compared OMol25 entry of this formula, charge and spin) (kcal per mole): 0.00
SMILES string: CC1(C)CCCC(C)(C)N1O.CC1(C)CCCC(C)(C)N1O.CC1(C)CCCC(C)(C)N1O.CC1(C)CCCC(C)(C)N1O.CO

***

Entry 2:
The following is a quantum chemistry calculation of a 6-piece molecular cluster, C37H81O10P2 overall, from the OMol25 dataset.

```
! wB97M-V def2-TZVPD RIJCOSX def2/J DEFGRID3
* xyz -1 1
P 2.49 2.48 -1.31
P 2.20 1.03 0.31
O 3.04 -3.52 9.13
O 1.48 3.89 -1.14
O 3.01 -2.56 -8.20
O 4.16 2.87 -1.58
O -3.08 6.08 -4.73
O -2.14 -5.64 -2.86
O -1.23 3.77 -3.33
O 2.14 4.98 -3.18
O 2.16 -0.01 -2.29
O -2.87 1.96 -3.12
C -1.78 2.81 3.85
C -2.57 -3.68 2.31
C 1.69 -0.82 -9.18
C 0.88 -2.49 4.10
C 0.45 -2.46 5.69
C -2.85 1.59 4.11
C 0.40 -3.53 -4.94
C -1.53 -7.76 -3.83
C -3.77 1.20 2.79
C 4.15 -5.49 8.32
C -4.26 -0.38 2.93
C -1.64 -2.86 3.39
C -0.13 -3.56 3.36
C 2.13 2.08 3.12
C 0.36 1.41 0.52
C -3.80 -1.29 1.62
C -0.05 -1.12 -3.49
C 2.03 -3.46 -4.62
C 1.55 -1.06 -3.13
C 1.90 -0.44 -0.90
C 2.61 -2.21 -3.71
C -2.56 7.93 -3.28
C 0.96 3.13 3.67
C -0.66 -2.37 -4.41
C -1.55 2.73 -0.90
C -0.59 1.37 -0.79
C 2.64 2.39 1.59
C 4.21 -3.98 8.48
C -2.64 -6.76 -3.58
C 1.92 -1.68 -7.96
C -3.97 -2.93 1.90
C 1.48 -1.55 6.62
C -1.86 2.89 -2.54
C 1.19 6.75 -4.51
C -3.65 7.16 -3.99
C 2.07 5.52 -4.50
C -0.31 2.33 4.39
H 1.67 -2.04 7.66
H 2.15 -1.07 -7.09
H -4.17 7.81 -4.70
H -0.06 -4.43 -5.57
H 0.18 6.50 -4.17
H -3.61 1.94 4.95
H 1.73 1.00 3.30
H 0.85 -0.14 -9.02
H -0.07 1.27 -1.83
H 1.47 -1.44 -10.06
H 3.76 -2.16 -3.44
H -0.71 -7.30 -4.40
H -2.61 2.56 -0.39
H 4.27 -3.50 7.50
H 4.19 3.43 -2.42
H -2.97 8.76 -2.71
H -1.90 -8.62 -4.38
H -4.38 6.76 -3.28
H -1.43 -5.24 -3.40
H 3.80 -2.02 -8.38
H 1.68 4.75 -5.17
H -1.10 -8.10 -2.88
H -2.86 -4.70 2.81
H -3.82 -0.93 3.87
H -1.79 3.22 2.75
H 2.01 -2.82 4.02
H 3.61 0.73 0.21
H -0.26 2.57 5.55
H 3.06 2.25 3.84
H -1.46 -1.72 3.08
H 0.26 2.46 1.05
H 0.59 3.80 2.77
H 1.23 4.75 -2.92
H -4.50 -1.01 0.71
H 2.47 -1.42 5.98
H -3.44 -7.21 -2.99
H 1.13 7.18 -5.51
H -1.04 3.69 -0.47
H 2.12 4.63 -0.89
H 2.58 -0.23 -9.42
H -2.01 7.27 -2.59
H -2.79 1.06 -2.65
H 5.09 -3.69 9.06
H 0.94 -0.49 6.76
H 3.27 -5.78 7.74
H 5.04 -5.87 7.81
H -1.83 -2.42 -4.65
H -2.63 5.50 -4.09
H 3.00 -3.95 10.00
H 0.47 -3.55 6.13
H 0.22 -3.81 2.27
H -0.82 -0.32 -3.13
H -5.44 -0.42 3.00
H -0.07 0.62 1.31
H -0.14 -4.55 4.00
H -4.74 -3.09 2.78
H 3.09 5.77 -4.81
H -2.35 0.59 4.49
H -1.36 0.48 -0.65
H 0.88 -1.00 -0.74
H 1.04 -2.29 -7.75
H 0.76 -1.44 3.56
H -1.82 8.31 -3.99
H 3.83 2.46 1.64
H -2.06 -2.97 4.48
H -0.24 1.17 4.28
H 4.07 -5.98 9.29
H -2.70 -1.01 1.30
H -3.21 1.41 1.78
H 1.47 3.88 4.45
H 2.26 3.46 1.31
H 2.14 0.05 1.38
H 2.75 -4.29 -5.03
H -0.63 -2.04 5.88
H -1.90 -3.89 1.36
H 1.58 7.51 -3.82
H 2.75 -1.25 -0.65
H -3.06 -6.40 -4.53
H -4.43 -3.36 0.90
H -2.13 3.71 4.54
H -4.75 1.84 2.83
*
```

Computed properties:
E_HOMO (eV): -2.84
Lowest unoccupied orbital energy (eV): 2.103
Orbital gap (eV): 4.9
Relative energy (zero: lowest compared OMol25 entry of this formula, charge and spin) (kcal per mole): 439.47